i.
{"formula": "C14H16O", "method": "ωB97M-V/def2-TZVPD", "smiles": "Cc1ccc(O)cc1.Cc1ccccc1", "charge": 0, "species": ["O", "C", "C", "C", "C", "C", "C", "C", "C", "C", "C", "C", "C", "C", "C", "H", "H", "H", "H", "H", "H", "H", "H", "H", "H", "H", "H", "H", "H", "H", "H"], "positions_angstrom": [[-2.121, -1.802, -2.765], [-0.356, 2.408, 3.996], [-2.337, -0.187, 2.150], [-0.623, 1.351, 2.987], [-0.521, 0.439, 0.775], [1.020, 0.217, -2.507], [-1.733, -0.269, 0.903], [0.018, -2.398, -1.961], [0.073, 1.235, 1.815], [-0.805, -1.405, -2.454], [3.379, -0.319, -2.248], [-1.717, 0.537, 3.201], [-0.328, -0.077, -2.664], [1.385, -2.027, -1.712], [1.940, -0.774, -2.083], [0.575, 2.062, 4.440], [-2.075, -0.826, 0.021], [-0.632, -3.232, -1.403], [-2.262, 0.691, 4.190], [0.053, 0.414, -0.141], [-0.857, 0.655, -3.347], [-1.111, 2.354, 4.893], [-3.268, -0.742, 2.274], [3.257, 0.118, -3.266], [-0.343, 3.434, 3.749], [1.048, 1.658, 1.657], [4.021, -1.287, -2.249], [3.671, 0.492, -1.584], [-2.746, -1.050, -2.704], [1.962, -2.874, -1.315], [1.432, 1.204, -2.650]], "lowdin_charge": [-0.005, -0.060, -0.086, -0.339, -0.056, -0.096, -0.086, -0.030, -0.032, -0.344, -0.060, -0.061, -0.042, -0.031, -0.292, 0.079, 0.094, 0.168, 0.122, 0.062, 0.133, 0.109, 0.099, 0.082, 0.059, 0.105, 0.111, 0.071, 0.109, 0.104, 0.113]}

ii.
{"formula": "C14H16O", "method": "ωB97M-V/def2-TZVPD", "smiles": "Cc1ccc(O)cc1.Cc1ccccc1", "charge": 0, "species": ["O", "C", "C", "C", "C", "C", "C", "C", "C", "C", "C", "C", "C", "C", "C", "H", "H", "H", "H", "H", "H", "H", "H", "H", "H", "H", "H", "H", "H", "H", "H"], "positions_angstrom": [[-3.398, -0.875, 3.701], [1.987, -0.158, -2.642], [2.770, -0.533, -1.498], [2.261, 2.500, 0.810], [-3.658, -1.170, 1.398], [2.145, 1.591, -0.379], [-2.996, -1.277, 0.219], [-1.466, -0.614, 2.356], [-0.815, -0.744, 1.114], [2.797, 0.345, -0.403], [-2.771, -0.895, 2.478], [1.451, 1.858, -1.513], [1.356, 1.015, -2.660], [-1.645, -1.130, 0.102], [-1.053, -1.342, -1.262], [0.815, 1.264, -3.566], [-3.525, -1.565, -0.684], [-0.755, -0.428, -1.831], [-1.779, -1.859, -1.882], [-4.755, -1.032, 1.502], [3.244, 2.409, 1.335], [-0.128, -1.998, -1.277], [3.298, 0.039, 0.429], [3.343, -1.561, -1.377], [2.097, -0.898, -3.428], [-0.728, -0.324, 3.150], [0.864, 2.782, -1.450], [1.484, 2.150, 1.490], [0.272, -0.598, 0.942], [-2.734, -0.499, 4.248], [2.021, 3.548, 0.577]], "lowdin_charge": [0.047, -0.140, -0.066, -0.044, 0.013, -0.308, -0.077, -0.043, -0.028, -0.075, -0.332, -0.055, -0.109, -0.315, -0.059, 0.109, 0.115, 0.073, 0.062, 0.135, 0.095, 0.096, 0.070, 0.140, 0.102, 0.132, 0.115, 0.073, 0.121, 0.072, 0.082]}

Which of them is most stable, and which least? Most stable: ii; least stable: i.